(1)
{
  "formula": "C7H13N",
  "method": "the ωB97M-V functional and the def2-TZVPD basis",
  "symbols": ["C", "C", "C", "C", "C", "C", "C", "H", "H", "H", "H", "H", "H", "H", "H", "H", "H", "H", "H", "H", "N"],
  "positions_angstrom": [[-0.0741, -0.9945, -0.0872], [1.3908, -1.2814, 0.3468], [2.1198, -0.0697, -0.1299], [1.1942, 1.1989, -0.2647], [-0.0589, 1.6340, 0.0608], [-1.3792, 1.0793, 0.3127], [-1.5662, -1.4745, -0.1550], [-0.0575, -0.4115, -0.9546], [-0.0580, -0.2813, 0.7392], [2.1691, -2.2611, -0.0846], [1.6504, -1.2592, 1.4570], [2.7332, -0.4114, -1.1357], [2.9621, 0.4324, 0.5737], [2.0676, 1.9332, -0.3323], [-0.2689, 2.6941, -0.2273], [-1.9957, 1.8099, -0.1533], [-1.7912, 1.3307, 1.3639], [-3.0333, 0.2938, -0.9191], [-1.6033, -1.9316, -1.1128], [-2.0794, -1.9393, 0.7434], [-2.3215, -0.0910, -0.0407]],
  "forces_ev_per_angstrom": [[-0.16, -0.95, 2.97], [3.50, -4.15, 0.22], [1.77, 1.69, -1.55], [2.44, 1.16, 1.01], [2.60, 0.94, -2.52], [-5.46, 0.64, 1.88], [-0.17, 1.90, 2.24], [0.48, 0.35, -1.43], [-0.95, -0.22, -0.23], [-2.89, 2.34, 1.17], [-1.38, -0.70, -1.08], [-1.71, 1.67, 2.08], [-1.70, -1.90, -1.28], [-2.16, 0.23, -0.53], [0.97, -0.49, 0.87], [-0.52, 1.07, -0.54], [1.65, -0.46, -0.80], [3.19, -2.08, 2.83], [-1.10, -0.74, -0.58], [1.31, -0.56, -1.42], [0.28, 0.25, -3.31]],
  "total_charge": 0,
  "e_tot_ev": -8952.2123,
  "lumo_ev": 0.9,
  "homo_ev": -8.566,
  "smiles": "C1=C\\CNCCCC/1"
}

=====

(2)
{
  "formula": "C12H17Cl2N3O2W",
  "method": "the ωB97M-V functional and the def2-TZVPD basis",
  "symbols": ["C", "C", "C", "C", "C", "C", "C", "C", "C", "C", "W", "Cl", "Cl", "O", "H", "H", "H", "H", "H", "H", "H", "H", "H", "H", "H", "H", "H", "H", "H", "H", "O", "H", "N", "C", "N", "C", "N"],
  "positions_angstrom": [[0.2997, -1.2280, -1.2430], [1.1863, -0.1095, -1.2929], [0.3305, 1.0851, -1.2652], [2.6817, -0.1086, -1.5077], [-1.0502, 0.6268, -1.4322], [-1.0710, -0.7655, -1.3368], [-2.2643, -1.6039, -1.3650], [0.7072, -2.6528, -1.2780], [0.7193, 2.5567, -1.3913], [-2.2248, 1.5177, -1.5813], [0.3499, 0.0125, 0.7661], [2.4634, 1.3928, 0.7523], [2.0110, -1.5553, 1.5163], [-1.0131, 1.4082, 0.9676], [3.1316, -1.0639, -1.2409], [3.1103, 0.4880, -0.7269], [2.9077, 0.4622, -2.4426], [1.6828, 2.7842, -0.8420], [-0.0471, 3.2543, -0.9480], [0.8143, 2.8165, -2.4810], [-2.0511, 2.4820, -1.1031], [-3.0946, 1.1240, -1.0330], [-2.5032, 1.6927, -2.6344], [-3.0658, -1.1507, -0.7726], [-2.1036, -2.5613, -0.8779], [-2.6511, -1.7869, -2.3764], [1.6958, -2.8151, -0.8014], [0.7812, -3.0110, -2.3337], [0.0021, -3.3095, -0.7056], [-1.2925, 1.6305, 1.9092], [-0.8061, -1.5095, 1.4345], [-1.3234, -1.4104, 2.2754], [0.5763, 0.8162, 2.8337], [0.5152, 0.5974, 3.9801], [0.4233, 0.7371, 5.2390], [0.1817, -0.0904, 6.1889], [-0.0092, -0.7527, 7.1500]],
  "forces_ev_per_angstrom": [[-0.30, 0.54, 0.05], [-0.48, 0.53, -0.79], [-0.61, -0.23, -0.68], [-0.63, 0.09, -0.66], [0.76, -0.28, -0.77], [1.38, 1.43, -0.69], [-1.07, -0.56, 0.49], [0.35, -1.19, 0.15], [0.34, 0.43, -0.13], [-0.57, 0.22, 0.42], [2.58, -0.80, 1.87], [-0.08, 1.69, 2.72], [1.09, -1.19, 0.13], [-2.86, 2.02, 1.82], [0.01, -0.37, -1.11], [0.33, 0.18, -0.41], [0.18, -1.20, 0.19], [-1.17, -0.34, -0.96], [0.54, -0.92, -0.38], [0.02, -0.05, 0.75], [0.19, 0.02, -0.15], [0.11, -0.11, -0.33], [0.00, -0.08, 0.15], [-0.05, 0.14, -0.15], [0.22, -0.20, -0.05], [0.09, 0.03, 0.03], [-0.57, 0.23, -0.29], [-0.17, 0.07, 0.54], [0.46, 0.58, -0.53], [0.88, -0.66, -1.94], [-1.35, 0.37, 1.24], [0.77, 0.16, -1.25], [-0.34, -1.29, 0.58], [-0.12, 0.87, -1.25], [0.14, 0.63, 0.79], [-0.24, -1.72, 1.98], [0.17, 0.98, -1.41]],
  "total_charge": -2,
  "e_tot_ev": -48156.9712,
  "lumo_ev": [5.4, 5.3],
  "homo_ev": [0.956, -1.797],
  "s_squared": 2.015,
  "multiplicity": 3
}

=====

(3)
{
  "formula": "C14H20N6",
  "method": "the ωB97M-V functional and the def2-TZVPD basis",
  "symbols": ["N", "N", "N", "C", "C", "C", "C", "C", "C", "C", "N", "N", "N", "C", "C", "C", "C", "C", "C", "C", "H", "H", "H", "H", "H", "H", "H", "H", "H", "H", "H", "H", "H", "H", "H", "H", "H", "H", "H", "H"],
  "positions_angstrom": [[1.5935, 1.7308, 0.5653], [-1.8485, 1.5586, -2.2589], [-1.1745, -0.0407, -0.7306], [1.1814, 2.5075, -0.3651], [1.2590, 4.9198, -1.2742], [1.8783, 3.7727, -0.7713], [-1.9643, 0.3759, -1.6922], [-0.8301, 2.3414, -1.9452], [-0.2068, 0.7523, -0.3419], [0.0381, 1.9387, -0.9894], [-2.9767, -0.4534, -2.1129], [0.7935, 0.6282, 0.6127], [-0.7763, -2.1524, 1.1094], [3.3751, 3.7917, -0.6511], [-3.4033, -1.6807, -1.4121], [-1.0604, -3.5598, 1.2572], [0.9638, -0.3897, 1.6711], [0.0733, -3.9826, 2.2076], [1.1538, -2.8481, 2.2165], [0.6647, -1.8238, 1.2153], [1.8721, 5.7812, -1.5347], [0.1910, 5.0024, -1.3754], [-0.6956, 3.2921, -2.4397], [-3.6405, 0.0370, -2.6686], [-1.2479, -1.7600, 0.2605], [3.6764, 3.5466, 0.3594], [3.8686, 4.7083, -0.9524], [3.7882, 3.0441, -1.3283], [-3.2888, -1.5597, -0.3113], [-4.4276, -1.9063, -1.6689], [-2.8363, -2.5787, -1.7449], [-0.9170, -4.0958, 0.3304], [-2.0547, -3.7140, 1.6424], [0.3288, -0.0772, 2.5013], [1.9901, -0.4028, 2.0317], [-0.3289, -4.0160, 3.2057], [0.4662, -4.9632, 1.9637], [2.1148, -3.2232, 1.8614], [1.2438, -2.4522, 3.2664], [1.1638, -2.0491, 0.2913]],
  "forces_ev_per_angstrom": [[1.07, -0.91, 1.35], [-0.61, 1.62, -1.80], [-0.20, -2.02, 1.14], [-0.06, 1.77, -1.38], [1.25, -2.79, 1.27], [-0.97, 2.70, -0.85], [-0.07, -0.70, 0.72], [-1.07, -0.42, -0.69], [1.00, -0.21, 0.39], [1.07, 1.22, 0.59], [0.27, -0.28, 0.47], [-0.72, -0.57, -0.47], [-1.13, 1.57, -0.99], [0.13, -0.60, -0.21], [1.01, 0.24, 0.10], [2.13, 0.47, 0.21], [-0.41, 0.05, -0.55], [-0.06, 0.20, 0.55], [-0.19, -0.74, 0.74], [-1.79, -0.21, 0.34], [-0.17, -0.26, 0.02], [-0.19, 0.03, 0.01], [-0.29, 0.02, -0.27], [-0.42, 0.07, -0.37], [1.01, -0.12, 1.27], [0.15, -0.17, 0.21], [-0.40, 0.44, 0.09], [0.08, -0.35, 0.17], [-0.19, -0.13, -0.72], [-0.35, 0.25, 0.05], [0.00, 0.67, 0.27], [-0.28, -0.39, -0.62], [-0.32, -0.18, 0.17], [-0.11, -0.42, 0.13], [0.15, 0.50, -0.32], [-0.14, -0.33, 0.46], [0.16, -0.10, 0.00], [0.10, 0.01, 0.44], [0.08, -0.21, -1.10], [0.48, 0.29, -0.83]],
  "total_charge": 0,
  "e_tot_ev": -23782.1847,
  "lumo_ev": 0.6,
  "homo_ev": -8.332,
  "smiles": "C=C(C)c1nn(C[C@H]2CCCN2)c2nc(NC)ncc12"
}

=====

(4)
{
  "formula": "C3H5Cl2NO5",
  "method": "the ωB97M-V functional and the def2-TZVPD basis",
  "symbols": ["N", "O", "O", "O", "C", "C", "C", "Cl", "Cl", "O", "O", "H", "H", "H", "H", "H"],
  "positions_angstrom": [[-0.2653, 0.2096, 0.8678], [-0.7920, -0.8870, 0.7456], [-1.2263, 1.2458, 1.1865], [0.8535, 0.6555, 0.7346], [-2.5990, 2.4574, 4.1279], [-3.6786, 3.4951, 4.0614], [-4.0477, 4.1179, 5.4397], [-4.8450, 5.6202, 5.2238], [-5.0981, 2.8861, 3.2708], [-2.6907, 1.7964, 2.8410], [-1.3957, 1.2432, 2.5886], [-1.6089, 2.9426, 4.2648], [-2.7833, 1.7115, 4.9383], [-3.2643, 4.2999, 3.4569], [-4.6886, 3.4446, 6.0200], [-3.1515, 4.3066, 6.0011]],
  "forces_ev_per_angstrom": [[-0.30, -1.11, 0.29], [1.96, 2.06, 0.12], [-0.68, 1.39, -0.75], [-1.79, -1.48, 0.01], [0.33, -1.06, 0.24], [0.45, 1.38, 0.96], [0.51, -1.78, -0.56], [-0.81, 1.31, -0.13], [-1.05, -0.24, -0.32], [0.57, -0.15, -0.32], [0.74, -0.53, 1.35], [-0.54, -0.39, -0.18], [0.23, 0.41, -0.54], [-0.29, 0.11, -0.19], [0.15, 0.08, -0.23], [0.52, 0.00, 0.26]],
  "total_charge": 0,
  "e_tot_ev": -39954.4120,
  "lumo_ev": -0.9,
  "homo_ev": -10.381,
  "smiles": "O=[N+]([O-])OOOC[C@@H](Cl)CCl"
}